[1]
9
Properties=species:S:1:pos:R:3:forces:R:3:lowdin_charge:R:1 method="wB97M-V/def2-TZVPD" orbital_gap_ev=9.51 e_above_lowest_kj_mol=137.4 e_homo_ev=-8.9 multiplicity=1 fmax_ev_per_a=2.6
N -1.478 0.820 -0.633 -0.9 -0.5 0.5 -0.36
S -1.098 0.211 0.965 1.2 -0.8 -0.7 0.80
N 0.316 -0.756 0.523 -2.6 0.0 -0.2 -0.31
C 1.593 -0.345 0.797 -0.5 -1.6 -0.2 -0.46
O 1.835 0.520 1.582 0.9 0.5 -0.2 0.02
H -1.929 -0.019 -1.073 -0.1 1.8 0.1 0.02
H -2.125 1.657 -0.521 1.0 -1.6 -0.3 0.05
H 0.095 -1.702 0.133 0.7 1.5 0.4 0.10
H 2.273 -1.048 0.230 0.3 0.8 0.6 0.14

***

[2]
91
Properties=species:S:1:pos:R:3:forces:R:3:lowdin_charge:R:1 method="wB97M-V/def2-TZVPD" orbital_gap_ev=8.62 e_above_lowest_kj_mol=0.0 e_homo_ev=-8.5 multiplicity=1 fmax_ev_per_a=1.5
C -2.506 3.596 -0.440 -0.1 0.0 -0.1 -0.05
C -2.705 2.411 -1.392 0.9 1.2 -0.2 -0.38
F -3.372 1.373 -0.783 -0.3 -0.3 0.3 -0.02
C -1.416 1.892 -2.061 -0.3 -0.5 0.1 -0.07
C -0.854 0.589 -1.532 0.0 0.0 -0.3 -0.14
C -0.495 -0.375 -2.438 -0.1 0.0 0.3 0.00
C 0.052 -1.609 -2.042 -0.1 0.2 0.2 0.01
C 0.207 -1.845 -0.716 0.0 -0.4 -0.2 -0.23
F 0.709 -3.035 -0.300 -0.1 0.1 0.1 0.05
C -0.136 -0.908 0.277 0.2 -0.4 0.0 -0.14
N 0.056 -1.227 1.594 -0.2 0.5 -0.5 0.16
C -0.286 -0.274 2.412 0.1 -0.4 0.6 -0.12
C -0.774 0.983 2.012 -0.2 0.2 -0.3 -0.08
N -0.961 1.295 0.763 0.1 -0.1 -0.1 0.17
C -0.660 0.325 -0.150 0.0 0.5 0.0 -0.15
H -2.811 3.350 0.571 -0.1 -0.1 0.1 0.07
H -3.083 4.449 -0.789 -0.2 0.1 0.1 0.07
H -1.471 3.916 -0.409 0.2 -0.1 0.1 0.07
H -3.331 2.788 -2.198 -0.4 -0.3 -0.1 0.13
H -1.668 1.709 -3.103 0.1 -0.1 -0.2 0.11
H -0.643 2.654 -2.084 0.0 0.3 0.2 0.12
H -0.624 -0.214 -3.495 0.0 0.1 -0.1 0.10
H 0.341 -2.328 -2.789 0.1 -0.2 0.0 0.12
H -0.184 -0.462 3.467 0.0 -0.1 0.1 0.08
H -1.021 1.709 2.774 0.0 0.2 0.1 0.11
C -2.518 -4.146 -1.982 0.0 -0.1 -0.2 -0.15
O -2.727 -3.516 -3.244 0.0 0.1 0.2 -0.13
H -2.496 -3.370 -1.220 0.0 0.1 0.0 0.08
H -3.329 -4.844 -1.755 0.0 0.0 0.1 0.08
H -1.564 -4.679 -1.970 0.0 0.0 0.1 0.08
H -2.745 -4.203 -3.914 -0.1 0.0 0.0 0.08
C -5.807 0.838 -2.714 -0.1 -0.1 -0.4 -0.16
O -5.941 1.567 -3.937 0.0 0.1 0.1 -0.13
H -5.982 1.529 -1.894 0.0 0.1 0.0 0.08
H -6.538 0.029 -2.667 0.1 0.0 0.1 0.07
H -4.800 0.427 -2.621 0.0 0.0 0.1 0.06
H -5.781 0.953 -4.658 0.0 0.0 0.0 0.07
C 4.297 -0.267 -1.801 -0.2 -0.3 0.2 -0.15
O 3.115 -1.039 -2.008 0.1 0.2 -0.2 -0.13
H 4.541 0.235 -2.733 0.0 0.0 0.0 0.07
H 4.139 0.486 -1.028 0.1 0.1 0.0 0.07
H 5.133 -0.912 -1.516 0.1 0.1 0.0 0.08
H 2.906 -1.479 -1.180 0.0 -0.1 0.0 0.05
C -5.790 -2.817 -0.503 0.1 0.1 -0.2 -0.15
O -5.832 -2.583 -1.907 0.0 -0.1 0.2 -0.13
H -6.812 -2.949 -0.160 0.0 0.0 0.0 0.08
H -5.219 -3.721 -0.274 0.0 0.0 0.1 0.07
H -5.345 -1.967 0.022 0.0 0.0 0.1 0.08
H -4.926 -2.465 -2.208 0.1 0.0 -0.2 0.05
C 2.729 -5.941 -1.295 -0.1 0.2 0.1 -0.16
O 2.889 -4.534 -1.191 0.2 -0.2 -0.1 -0.13
H 3.260 -6.271 -2.185 0.0 0.0 0.0 0.08
H 3.149 -6.453 -0.424 0.0 -0.1 0.0 0.08
H 1.672 -6.209 -1.394 0.0 -0.1 0.0 0.07
H 2.415 -4.243 -0.410 -0.1 0.1 0.0 0.05
C 0.034 -2.265 -6.035 0.2 0.1 0.0 -0.15
O 0.614 -1.105 -5.447 -0.2 -0.1 -0.1 -0.13
H -1.024 -2.267 -5.784 0.0 0.0 0.0 0.07
H 0.142 -2.249 -7.123 -0.1 -0.1 0.0 0.07
H 0.494 -3.175 -5.639 -0.1 -0.1 0.0 0.08
H 1.551 -1.102 -5.660 0.0 0.0 0.1 0.08
C 2.553 -1.205 5.110 0.0 -0.1 -0.3 -0.15
O 2.362 -0.589 3.839 0.1 0.0 0.3 -0.14
H 2.568 -0.418 5.861 0.0 0.0 0.0 0.07
H 1.736 -1.896 5.336 0.0 0.0 0.1 0.08
H 3.502 -1.745 5.146 0.0 0.0 0.1 0.08
H 2.344 -1.285 3.174 -0.1 0.1 -0.1 0.07
C 5.414 3.379 -2.437 0.0 0.1 0.2 -0.16
O 5.765 2.555 -1.332 0.0 -0.1 -0.1 -0.14
H 5.426 2.770 -3.338 0.0 -0.1 0.1 0.07
H 4.411 3.793 -2.301 0.0 0.0 -0.1 0.08
H 6.134 4.193 -2.546 -0.1 0.0 -0.1 0.06
H 5.753 3.116 -0.551 0.1 0.0 0.0 0.06
C 8.015 6.250 -0.558 0.1 -0.2 0.1 -0.15
O 7.490 4.927 -0.476 0.0 0.2 0.0 -0.14
H 7.195 6.915 -0.812 0.0 0.0 0.0 0.08
H 8.443 6.561 0.398 0.0 0.1 0.0 0.08
H 8.781 6.317 -1.335 0.0 0.1 0.0 0.08
H 8.216 4.338 -0.253 0.0 -0.1 0.0 0.08
C -0.542 0.718 6.962 0.1 -0.1 -0.3 -0.14
O -0.729 0.841 5.550 0.1 0.0 0.0 -0.14
H -1.516 0.769 7.438 0.1 0.0 0.0 0.05
H -0.073 -0.241 7.203 0.0 0.0 0.1 0.07
H 0.080 1.535 7.338 0.0 0.0 0.1 0.08
H 0.141 0.798 5.140 0.0 0.0 0.0 0.05
C -4.254 1.827 8.265 0.2 0.1 0.1 -0.15
O -2.973 1.667 8.872 -0.2 0.0 0.0 -0.14
H -4.503 0.892 7.770 0.0 0.0 0.0 0.08
H -5.017 2.046 9.016 -0.1 0.0 -0.1 0.07
H -4.237 2.628 7.523 -0.1 0.0 0.0 0.08
H -2.754 2.494 9.308 0.1 0.0 0.0 0.08

***

[3]
18
Properties=species:S:1:pos:R:3:forces:R:3:lowdin_charge:R:1 method="wB97M-V/def2-TZVPD" orbital_gap_ev="5.46 / 6.54" e_homo_ev="-4.7 / -9.3" multiplicity=3 fmax_ev_per_a=6.2
C -1.107 -1.387 -0.171 -0.2 -1.9 1.6 -0.24
C -0.756 -0.145 -0.039 -3.9 0.2 -1.5 -0.62
C -2.544 -1.803 0.005 -0.3 1.2 -1.3 -0.10
C 1.552 1.106 -1.197 0.5 0.4 -2.0 -0.18
C 1.262 1.260 1.319 -3.2 -1.5 -0.1 -0.15
C 1.158 0.419 0.062 6.1 1.0 0.6 -0.74
Cl -1.606 1.279 0.315 -0.3 -0.2 -0.2 0.73
Cl 2.092 -1.210 0.089 -0.7 1.5 0.4 0.56
H -0.357 -2.201 -0.241 -0.5 0.8 -0.6 0.08
H -3.135 -0.864 0.136 0.1 -1.0 -0.3 0.06
H -2.833 -2.522 0.734 0.2 -0.6 0.9 0.06
H -2.722 -2.275 -0.976 -0.6 0.2 0.2 0.08
H 2.598 1.466 -1.183 0.0 -0.3 0.5 0.09
H 1.540 0.534 -2.138 -0.2 -0.7 0.6 0.08
H 1.053 2.003 -1.575 -0.8 0.1 1.1 0.08
H 2.242 1.201 1.603 2.7 0.1 1.1 0.03
H 0.973 2.282 1.087 0.0 0.0 0.0 0.07
H 0.591 0.859 2.170 1.0 0.6 -1.2 0.11

***

[4]
34
Properties=species:S:1:pos:R:3:forces:R:3:lowdin_charge:R:1 method="wB97M-V/def2-TZVPD" orbital_gap_ev=5.40 e_homo_ev=0.0 multiplicity=1 charge=-2 fmax_ev_per_a=4.1
C -2.215 -0.911 -1.259 -0.8 0.9 -1.1 -0.29
C -1.583 -1.103 -2.549 -1.2 0.9 -0.1 -0.25
C -1.348 0.210 -3.127 -1.3 -0.3 0.7 -0.25
H -1.284 -2.065 -2.977 -0.1 0.5 0.2 0.07
C -1.798 1.207 -2.171 -1.0 -1.0 -0.6 -0.26
C -2.345 0.511 -1.029 -0.9 -0.8 -1.2 -0.30
H -2.710 0.968 -0.107 0.2 -0.2 -0.5 0.04
H -2.449 -1.693 -0.537 0.2 0.3 -0.3 0.05
H -0.865 0.413 -4.088 -0.2 -0.1 0.5 0.07
H -1.701 2.292 -2.274 0.0 -0.5 0.0 0.07
Hg 0.053 0.011 -1.059 0.4 0.2 1.9 0.76
Cl 0.235 -1.958 0.379 0.2 -1.8 1.2 -0.14
C 2.458 0.164 -0.894 0.6 0.0 -1.5 -0.29
C 2.076 1.415 -1.506 0.5 -0.7 -1.3 -0.28
C 1.570 1.125 -2.838 1.5 -0.3 0.5 -0.25
H 2.066 2.397 -1.015 0.0 -0.6 -0.3 0.05
C 1.669 -0.297 -3.056 1.3 0.4 0.7 -0.25
C 2.227 -0.902 -1.859 0.5 1.3 -0.7 -0.27
H 2.336 -1.974 -1.665 -0.1 0.6 -0.1 0.05
H 2.767 0.024 0.141 -0.1 0.0 -0.4 0.06
H 1.143 1.866 -3.524 0.2 -0.4 0.3 0.07
H 1.319 -0.850 -3.934 0.1 0.3 0.4 0.07
Se -0.146 1.839 0.873 0.1 2.6 -0.8 0.62
C -0.131 0.724 2.270 -0.2 -2.0 3.5 -0.80
C -1.347 0.353 2.946 0.9 0.4 -0.7 -0.16
C -1.341 -0.444 4.076 0.2 -0.3 0.4 -0.15
C -0.137 -0.928 4.606 0.0 0.1 -0.1 -0.15
C 1.071 -0.591 3.973 -0.2 -0.3 0.5 -0.15
C 1.081 0.211 2.851 -0.8 0.6 -0.8 -0.18
H -2.283 0.735 2.534 0.2 -0.1 0.1 0.08
H -2.289 -0.699 4.571 0.4 0.1 -0.2 0.08
H -0.136 -1.556 5.503 0.0 0.2 -0.3 0.07
H 2.018 -0.968 4.387 -0.4 0.2 -0.2 0.09
H 2.018 0.474 2.357 -0.3 -0.1 0.2 0.08